[1]
{"formula": "C26H27N8O2PPd", "method": "the ωB97M-V functional and the def2-TZVPD basis", "symbols": ["Pd", "C", "C", "C", "C", "N", "C", "N", "C", "N", "C", "N", "C", "C", "C", "C", "C", "N", "C", "C", "C", "C", "C", "C", "H", "H", "H", "H", "H", "H", "H", "H", "H", "H", "H", "H", "N", "C", "C", "C", "C", "C", "C", "H", "H", "H", "H", "H", "N", "C", "P", "O", "O", "C", "N", "H", "H", "H", "H", "H", "H", "H", "H", "H", "H"], "coordinates": [[0.09, -0.25, -0.59], [-1.64, -1.00, 3.25], [-0.59, -0.95, 4.15], [0.69, -0.72, 3.68], [0.91, -0.53, 2.31], [-0.12, -0.63, 1.43], [-1.36, -0.84, 1.91], [2.22, -0.30, 1.95], [2.56, 0.34, 0.88], [1.67, 0.97, -0.06], [2.47, 1.47, -1.15], [1.97, 1.97, -2.27], [0.95, 1.45, -2.94], [0.57, 2.11, -4.16], [-0.31, 1.53, -5.02], [-0.84, 0.26, -4.71], [-0.52, -0.29, -3.51], [0.28, 0.30, -2.59], [3.82, 1.28, -0.81], [5.00, 1.60, -1.52], [6.20, 1.22, -0.97], [6.27, 0.52, 0.26], [5.13, 0.19, 0.95], [3.90, 0.58, 0.41], [-2.66, -1.16, 3.56], [-0.76, -1.08, 5.21], [1.54, -0.66, 4.34], [-2.15, -0.84, 1.18], [1.04, 3.06, -4.36], [-0.57, 2.03, -5.95], [-1.48, -0.28, -5.40], [-0.94, -1.25, -3.21], [4.95, 2.13, -2.46], [7.12, 1.46, -1.48], [7.24, 0.24, 0.65], [5.16, -0.36, 1.88], [-1.59, -1.16, -1.00], [-1.70, -2.49, -0.96], [-0.61, -3.38, -0.71], [-0.81, -4.74, -0.68], [-2.08, -5.28, -0.88], [-3.16, -4.44, -1.12], [-2.98, -3.08, -1.16], [0.37, -2.96, -0.55], [0.03, -5.40, -0.50], [-2.22, -6.36, -0.85], [-4.15, -4.86, -1.27], [-3.82, -2.41, -1.34], [0.11, 2.68, 1.57], [-0.85, 3.74, 1.20], [-2.34, 3.01, 0.43], [-3.45, 4.00, 0.43], [-2.46, 1.60, 0.94], [-1.84, 2.74, -1.34], [-2.55, 1.50, -1.79], [0.72, 3.00, 2.32], [1.10, 1.72, 0.43], [-0.44, 1.91, 1.94], [-0.39, 4.46, 0.52], [-1.22, 4.29, 2.06], [-0.78, 2.57, -1.45], [-2.15, 3.57, -1.98], [-3.55, 1.60, -1.64], [-2.26, 0.69, -1.21], [-2.36, 1.27, -2.77]], "multiplicity": 3, "fmax_ev_per_a": 0.2, "homo_ev": [-5.94, -8.15], "relative_energy_kcal_mol": 0.0, "s_squared": 2.08, "lumo_ev": [-0.2, -1.1]}

[2]
{"formula": "C3H8N2O2", "method": "the ωB97M-V functional and the def2-TZVPD basis", "symbols": ["C", "C", "C", "H", "H", "H", "H", "H", "H", "H", "H", "N", "N", "O", "O"], "coordinates": [[-0.10, -1.31, -2.39], [0.08, -0.02, -0.09], [0.19, 1.97, 0.98], [0.66, -1.59, -3.36], [-0.11, -2.32, -1.76], [-1.29, -1.20, -2.49], [1.20, 2.83, 1.02], [-0.42, 2.35, 0.11], [-0.49, 1.96, 2.10], [-1.02, -1.32, 2.45], [0.72, -0.50, 2.06], [-0.56, -0.88, 0.52], [-0.26, -0.54, 1.94], [0.52, -0.27, -1.51], [0.87, 0.83, 0.43]], "fmax_ev_per_a": 8.3, "homo_ev": -8.77, "relative_energy_kcal_mol": 172.6, "smiles": "COC(=NN)OC", "lumo_ev": 0.9}

[3]
{"formula": "C4H13NO2", "method": "the ωB97M-V functional and the def2-TZVPD basis", "symbols": ["C", "C", "C", "O", "C", "N", "H", "H", "H", "H", "H", "H", "H", "H", "H", "H", "H", "H", "H", "O"], "coordinates": [[-1.50, -0.07, 0.16], [-0.39, -0.08, -0.87], [-0.48, -1.26, -1.86], [0.90, -0.06, -0.28], [-1.81, 1.43, 0.51], [-2.07, 2.41, -0.50], [-2.46, -0.56, -0.07], [-1.15, -0.61, 1.08], [-0.46, 0.82, -1.47], [0.24, -1.08, -2.65], [-1.51, -1.49, -2.20], [-0.35, -2.28, -1.53], [1.58, -0.45, -0.94], [-2.73, 1.51, 1.10], [-0.93, 1.77, 1.14], [-2.97, 2.85, -0.37], [-1.81, 2.17, -1.39], [5.25, -1.96, 3.41], [6.46, -1.23, 2.99], [6.18, -1.83, 3.74]], "fmax_ev_per_a": 3.1, "homo_ev": -8.83, "relative_energy_kcal_mol": 39.7, "smiles": "C[C@H](O)CCN.O", "lumo_ev": 0.6}

[4]
{"formula": "C21H24Cl4N2O4", "method": "the ωB97M-V functional and the def2-TZVPD basis", "symbols": ["C", "Cl", "Cl", "Cl", "Cl", "C", "N", "O", "O", "H", "H", "H", "C", "N", "O", "O", "H", "H", "H", "C", "C", "C", "C", "C", "C", "H", "H", "H", "H", "H", "H", "C", "C", "C", "C", "C", "C", "H", "H", "H", "H", "H", "H", "C", "C", "C", "C", "C", "C", "H", "H", "H", "H", "H", "H"], "coordinates": [[0.32, 1.12, 1.15], [-0.96, 2.10, 0.35], [-0.48, 0.03, 2.26], [1.30, 0.18, 0.05], [1.44, 2.21, 2.06], [0.64, 0.04, 5.83], [1.53, -0.58, 6.73], [2.66, -0.80, 6.32], [1.18, -0.80, 7.88], [0.78, 1.12, 5.85], [-0.34, -0.38, 6.03], [0.93, -0.31, 4.84], [-2.34, 1.22, -2.75], [-1.89, 2.25, -3.75], [-2.75, 2.76, -4.40], [-0.71, 2.51, -3.81], [-3.13, 1.63, -2.13], [-1.46, 1.09, -2.12], [-2.66, 0.33, -3.30], [-4.09, 5.22, -2.50], [-3.05, 5.14, -1.63], [-3.31, 4.78, -0.32], [-4.60, 4.55, 0.14], [-5.69, 4.77, -0.74], [-5.39, 5.03, -2.09], [-3.81, 5.52, -3.50], [-2.06, 5.20, -2.06], [-2.49, 4.66, 0.38], [-4.66, 4.19, 1.15], [-6.72, 4.65, -0.42], [-6.17, 5.19, -2.81], [0.30, -3.76, -1.63], [-0.61, -2.79, -2.11], [-1.34, -2.15, -1.15], [-1.25, -2.32, 0.22], [-0.29, -3.17, 0.65], [0.49, -3.92, -0.26], [0.92, -4.34, -2.29], [-0.81, -2.64, -3.16], [-2.11, -1.44, -1.41], [-1.90, -1.77, 0.88], [-0.20, -3.35, 1.71], [1.29, -4.57, 0.06], [5.19, -4.48, 0.17], [6.06, -4.24, -0.90], [6.27, -2.92, -1.34], [5.49, -1.91, -0.85], [4.44, -2.18, 0.08], [4.37, -3.46, 0.69], [4.96, -5.45, 0.60], [6.70, -5.02, -1.29], [7.10, -2.75, -2.01], [5.55, -0.89, -1.21], [3.70, -1.44, 0.37], [3.66, -3.66, 1.47]], "multiplicity": 2, "fmax_ev_per_a": 3.3, "total_charge": 1, "homo_ev": [-10.84, -10.84], "s_squared": 0.77, "lumo_ev": [-4.7, -8.8]}

[5]
{"formula": "C3H4LiNaO3", "method": "the ωB97M-V functional and the def2-TZVPD basis", "symbols": ["O", "C", "C", "H", "H", "H", "H", "Li", "O", "C", "O", "Na"], "coordinates": [[0.01, 0.36, -0.87], [0.00, -0.93, -0.53], [0.90, -1.81, -1.27], [0.15, -0.35, 0.91], [-1.06, -1.25, -0.61], [1.42, -1.41, -2.14], [0.70, -2.88, -1.26], [-0.07, 2.20, -1.47], [0.09, 2.36, 0.40], [-0.16, 1.23, 0.91], [-0.90, 1.10, 1.90], [-1.07, 1.37, 4.03]], "multiplicity": 2, "fmax_ev_per_a": 4.5, "total_charge": 1, "homo_ev": [-11.75, -11.63], "relative_energy_kcal_mol": 113.3, "s_squared": 0.86, "lumo_ev": [-4.2, -5.0]}

Repeat the second record exactly.
{"formula": "C3H8N2O2", "method": "the ωB97M-V functional and the def2-TZVPD basis", "symbols": ["C", "C", "C", "H", "H", "H", "H", "H", "H", "H", "H", "N", "N", "O", "O"], "coordinates": [[-0.10, -1.31, -2.39], [0.08, -0.02, -0.09], [0.19, 1.97, 0.98], [0.66, -1.59, -3.36], [-0.11, -2.32, -1.76], [-1.29, -1.20, -2.49], [1.20, 2.83, 1.02], [-0.42, 2.35, 0.11], [-0.49, 1.96, 2.10], [-1.02, -1.32, 2.45], [0.72, -0.50, 2.06], [-0.56, -0.88, 0.52], [-0.26, -0.54, 1.94], [0.52, -0.27, -1.51], [0.87, 0.83, 0.43]], "fmax_ev_per_a": 8.3, "homo_ev": -8.77, "relative_energy_kcal_mol": 172.6, "smiles": "COC(=NN)OC", "lumo_ev": 0.9}